The following is a DFT calculation (ωB97M-V/def2-TZVPD) of a 5-piece molecular cluster, C24H63N4O9 overall.

Atoms and positions in Å:
O: 30.7590 20.8250 32.1890
H: 30.8220 19.8650 32.3430
H: 29.9280 20.8010 32.8090
H: 30.5320 21.2790 31.3070
C: 32.3710 22.5660 34.9920
O: 31.6970 22.9320 33.9250
C: 32.6000 23.3610 32.8830
C: 33.1010 24.8390 33.1270
N: 33.7530 25.3260 31.9470
C: 34.3710 26.6610 32.1480
C: 35.4140 26.8320 30.9960
O: 36.1040 28.0600 31.2150
C: 37.3730 28.0920 30.6830
H: 32.8630 23.4220 35.1510
H: 32.8450 21.5740 34.8090
H: 31.6670 22.3500 35.8500
H: 31.9380 23.2930 31.9670
H: 33.4580 22.7050 32.7450
H: 33.8160 24.7270 34.0540
H: 32.2340 25.5440 33.3380
H: 33.1350 25.5420 31.0190
H: 35.1460 26.4830 33.1270
H: 33.9290 27.4640 32.3990
H: 34.8340 26.7900 29.9470
H: 36.0180 25.9170 30.8930
H: 37.5510 29.1400 30.7110
H: 37.4050 27.5810 29.6400
H: 38.1750 27.8670 31.1230
C: 33.4740 21.2350 29.7930
O: 32.4870 20.4800 29.6150
C: 32.9000 19.2090 29.1780
C: 31.6390 18.4790 28.6420
N: 31.9190 17.1110 28.1570
C: 30.8380 16.2880 27.7730
C: 31.1980 14.7920 27.8540
O: 30.1380 13.8670 27.3510
C: 30.3700 13.6400 25.9530
H: 33.1680 22.1810 30.0760
H: 34.0510 21.5160 28.8190
H: 34.1430 21.1470 30.6550
H: 33.2100 18.6530 30.1220
H: 33.5890 19.2070 28.4030
H: 31.1050 18.9140 27.9020
H: 30.9890 18.2030 29.4690
H: 32.7790 17.1770 27.3210
H: 30.6920 16.6580 26.8210
H: 30.0160 16.4590 28.4040
H: 31.4290 14.5610 28.7860
H: 32.2550 14.5160 27.3900
H: 30.3320 14.5750 25.3000
H: 29.6690 12.8570 25.7010
H: 31.2690 13.0720 25.6270
C: 35.4800 20.3400 34.6640
O: 34.3580 19.7880 34.7760
C: 33.7790 19.3680 33.5620
C: 32.6470 18.5820 34.0570
N: 31.8560 18.1440 32.9390
C: 30.6420 17.5020 33.4180
C: 29.6990 17.2170 32.2190
O: 29.2690 18.4130 31.6480
C: 28.2770 18.2880 30.6720
H: 35.6160 21.2260 34.0720
H: 36.2790 19.6980 34.0840
H: 35.9210 20.7000 35.6480
H: 34.4720 18.8240 32.9560
H: 33.4590 20.2220 32.7910
H: 32.1510 18.8060 35.0450
H: 32.9760 17.6970 34.5090
H: 32.5710 17.6390 32.3560
H: 30.1550 18.1140 33.9230
H: 30.9060 16.5740 34.0040
H: 28.6790 16.6570 32.6430
H: 30.3220 16.5630 31.5490
H: 28.0470 19.2240 30.3980
H: 27.5130 17.8690 31.2490
H: 28.5550 17.6740 29.7910
C: 29.6460 20.0480 37.6820
O: 29.0280 20.9060 36.9300
C: 28.8120 20.4580 35.5700
C: 28.4820 21.6680 34.7860
N: 28.4220 21.3510 33.4220
C: 28.1530 22.4910 32.5770
C: 27.9200 22.1870 31.0900
O: 29.2080 21.9510 30.4590
C: 29.1680 21.9460 29.0070
H: 29.3980 18.9260 37.5750
H: 29.6700 20.3910 38.6900
H: 30.6840 19.8200 37.2160
H: 27.9390 19.6260 35.3340
H: 29.9290 19.9870 35.3370
H: 29.0460 22.4780 34.9670
H: 27.4260 21.7740 35.0610
H: 27.4530 21.0310 33.3050
H: 28.7170 23.5580 32.5600
H: 27.1610 22.8960 33.0590
H: 27.3780 22.9160 30.6610
H: 27.2170 21.3040 30.9980
H: 28.1790 21.4860 28.7360
H: 29.8960 21.5400 28.3500
H: 28.9040 22.9600 28.7700

Results
Kohn-Sham gap in eV: 8.90
Largest force on an atom in eV Å⁻¹: 11.4
LUMO in eV: -1.946
Energy above the lowest of the compared OMol25 structures with the same formula, charge and spin in eV: 14.505
2S+1: 1
Net charge: +1


The following is a DFT calculation (ωB97M-V/def2-TZVPD) of a 2-piece molecular cluster, C5H14NO overall.

Atoms and positions in Å:
C: -2.1152 -1.2793 1.4497
C: -2.3628 -0.2030 0.4300
C: -1.1823 0.9000 0.4814
C: 0.1712 0.3933 0.1989
C: 0.4702 -0.7776 -0.2430
N: 1.2128 1.1029 1.0005
H: -1.7451 -2.2670 0.9489
H: -3.0317 -1.6153 1.9597
H: -1.3109 -1.1026 2.2543
H: -3.2975 0.2099 0.6854
H: -2.4537 -0.6004 -0.5397
H: -1.2677 1.9216 0.0674
H: -0.9994 1.1776 1.5604
H: 1.4280 -0.9693 -0.4925
H: -0.2415 -1.3741 -0.6587
H: 1.7660 1.8863 0.4835
H: 1.8695 0.4168 1.4278
H: 0.8889 1.6768 1.8835
H: 3.9320 0.4181 -5.0836
H: 4.5056 0.0787 -3.5968
O: 3.7635 0.0064 -4.2171

Results
Kohn-Sham gap in eV: 9.88
Largest force on an atom in eV Å⁻¹: 3.8
LUMO in eV: -3.982
Energy above the lowest of the compared OMol25 structures with the same formula, charge and spin in eV: 3.234
2S+1: 1
Net charge: +1


The following is a DFT calculation (ωB97M-V/def2-TZVPD) of C4H12N4O2 as an isolated structure.

Atoms and positions in Å:
C: -0.1517 -2.3288 0.5765
N: 0.6315 -1.1365 0.2897
C: 0.4582 0.2822 1.1409
O: -0.3880 0.0289 2.2194
O: 1.5493 0.8296 1.3357
H: 0.0526 0.4041 2.9951
H: 1.6321 -1.3322 0.2192
H: -0.0106 -3.0634 -0.2199
H: -1.2029 -2.0540 0.6164
H: 0.1380 -2.7686 1.5322
C: 0.6931 0.0357 -2.0956
C: -0.4662 0.9687 -0.1663
N: -1.8717 1.1208 0.1246
N: 0.1152 2.2329 -0.5199
N: -0.2303 -0.1460 -1.0044
H: 1.1240 2.2686 -0.4157
H: -2.4383 0.6474 -0.5680
H: -2.1085 0.7470 1.0355
H: -0.2481 2.9753 0.0617
H: 1.6555 0.4493 -1.7746
H: 0.2306 0.7557 -2.7785
H: 0.8364 -0.9167 -2.6043

Results
Kohn-Sham gap in eV: 8.14
Largest force on an atom in eV Å⁻¹: 3.0
LUMO in eV: 0.105
Energy above the lowest of the compared OMol25 structures with the same formula, charge and spin in eV: 3.762
2S+1: 1


The following is a DFT calculation (ωB97M-V/def2-TZVPD) of an isolated ion of composition C2H7N4 and charge +1.

Atoms and positions in Å:
C: 1.3522 -0.7824 -0.3019
C: 1.6556 0.4618 0.3829
N: -3.1946 0.0467 -0.2815
N: 0.2975 -0.1568 0.4932
N: -0.8985 0.2621 0.0584
N: -2.2873 -0.2649 0.3890
H: 1.2747 -0.9334 -1.4704
H: 1.7604 -1.7904 0.1350
H: 2.3247 0.6337 1.2272
H: 1.4177 1.4124 -0.2168
H: -3.2064 0.5423 -1.1522
H: 0.2446 -0.4016 1.4751
H: -0.7406 0.9705 -0.7378

Results
Kohn-Sham gap in eV: 11.11
Largest force on an atom in eV Å⁻¹: 6.1
LUMO in eV: -3.145
Energy above the lowest of the compared OMol25 structures with the same formula, charge and spin in eV: 7.204
2S+1: 1
Net charge: +1


The following is a DFT calculation (ωB97M-V/def2-TZVPD) of C3H3GaO2 as an isolated structure.

Atoms and positions in Å:
C: 0.0669 1.4261 0.0581
C: -0.9973 0.4037 0.0175
H: -1.6441 0.3555 0.9096
H: 0.5034 1.6098 1.0475
H: -1.5696 0.4665 -0.9260
O: 1.9688 -0.9383 -0.5093
C: 1.1226 -0.1401 -0.0350
O: -0.1619 -0.7747 -0.0100
Ga: 0.7112 -2.4084 -0.5523

Results
Kohn-Sham gap (alpha / beta) in eV: 7.58 / 6.08
Expectation value of S²: 0.760
Largest force on an atom in eV Å⁻¹: 5.7
LUMO (alpha / beta) in eV: -6.118 / -7.570
Energy above the lowest of the compared OMol25 structures with the same formula, charge and spin in eV: 4.295
2S+1: 2
Net charge: +1


The following is a DFT calculation (ωB97M-V/def2-TZVPD) of C16H21N5O2S in the gas phase.

Atoms and positions in Å:
O: 2.5952 0.9757 3.6178
C: 1.8371 0.2030 3.0628
N: 1.7615 -1.0958 3.4391
C: 0.9886 -2.1689 2.8550
H: 0.3200 -1.8147 2.0749
C: 1.9496 -3.2217 2.2814
O: 2.8195 -3.7089 3.2724
C: 3.5791 -2.6635 3.8408
H: 4.2071 -3.1238 4.6043
C: 2.6733 -1.5940 4.4553
H: 3.2606 -0.7540 4.8260
H: 2.0896 -2.0298 5.2732
H: 4.2171 -2.2025 3.0718
H: 1.3960 -4.0844 1.9073
H: 2.5274 -2.7731 1.4577
H: 0.3897 -2.6335 3.6484
C: 0.8860 0.6713 1.9623
H: 0.7970 -0.0962 1.1888
C: -0.4954 0.9383 2.5739
H: -0.4115 1.7806 3.2614
C: -1.4973 1.2471 1.4530
N: -0.8498 1.9682 0.3805
C: -0.9290 1.5803 -0.8980
N: -0.2063 2.0566 -1.8594
N: -0.4965 1.5598 -3.0548
C: -1.4417 0.6950 -3.0606
N: -1.9007 0.0462 -4.1679
C: -2.9083 -0.8815 -4.2131
C: -3.0575 -1.2893 -5.5035
C: -2.1049 -0.5845 -6.2803
C: -1.4097 0.2267 -5.4366
H: -0.6114 0.9188 -5.6086
H: -1.9591 -0.6744 -7.3382
H: -3.7645 -2.0097 -5.8638
H: -3.4319 -1.1697 -3.3224
S: -2.1279 0.3843 -1.4490
C: 0.2501 2.8159 0.7931
H: 0.5623 3.4079 -0.0659
C: 1.4122 1.9645 1.3212
H: 1.9755 2.5244 2.0689
H: 2.0891 1.7130 0.5047
H: -0.1289 3.4847 1.5700
H: -1.9093 0.3165 1.0523
H: -2.3310 1.8436 1.8450
H: -0.8477 0.0785 3.1449

Results
Kohn-Sham gap in eV: 8.22
Largest force on an atom in eV Å⁻¹: 1.9
LUMO in eV: 0.311
Energy above the lowest of the compared OMol25 structures with the same formula, charge and spin in eV: 1.387
2S+1: 1


The following is a DFT calculation (ωB97M-V/def2-TZVPD) of C2H4ClNSi in the gas phase.

Atoms and positions in Å:
C: 2.3326 0.7341 0.0175
C: 3.4173 0.2224 -0.0999
N: -0.1984 -0.7973 0.5498
Si: 0.4868 0.6514 -0.3114
Cl: 4.8533 -0.4302 0.0554
H: 0.2874 -1.6485 0.3172
H: -0.0579 -0.6938 1.6479
H: 0.1472 2.0385 -0.1504
H: 0.2308 0.1272 -1.6412

Results
Kohn-Sham gap in eV: 10.20
Largest force on an atom in eV Å⁻¹: 4.3
LUMO in eV: 0.541
Energy above the lowest of the compared OMol25 structures with the same formula, charge and spin in eV: 0.301
2S+1: 1


The following is a DFT calculation (ωB97M-V/def2-TZVPD) of C3H4O2 in the gas phase.

Atoms and positions in Å:
C: -0.9390 0.2854 0.6422
C: -0.5059 -0.5407 -0.5471
C: 0.6050 0.0193 0.1766
O: 0.4425 -1.3856 0.1548
O: 1.6927 0.7583 -0.0169
H: -1.3239 1.2782 0.4631
H: -1.2685 -0.2170 1.5368
H: -0.8151 -0.7449 -1.5485
H: 2.1121 0.5470 -0.8611

Results
Kohn-Sham gap in eV: 9.42
Largest force on an atom in eV Å⁻¹: 3.8
LUMO in eV: 0.729
Energy above the lowest of the compared OMol25 structures with the same formula, charge and spin in eV: 3.769
2S+1: 1


Electronic energy across the listed records, respectively: -50272.872 -8940.774 -14395.041 -8135.043 -59617.434 -39312.707 -24026.954 -7266.917 eV.